ORCA calculation (wB97M-V/def2-TZVPD) on 2 unconnected molecules or ions with the total composition C11H22IN3O4P in a non-equilibrium geometry.

Last column: Löwdin charge in e.
Positions of all 42 atoms, in Å:
1 C 1.06 2.17 0.83  -0.06
2 C 1.21 0.91 1.65  -0.28
3 O 0.64 -0.20 1.00  -0.14
4 C -0.71 -0.41 1.31  -0.17
5 C -1.28 -1.46 0.38  -0.22
6 C -1.06 -2.78 0.96  -0.17
7 N -0.60 -3.74 1.43  0.20
8 C -0.79 -1.39 -1.09  -0.39
9 C -1.75 -2.19 -1.86  -0.19
10 N -2.57 -2.78 -2.43  0.21
11 C -0.93 0.04 -1.65  -0.22
12 C -2.32 0.64 -1.47  -0.28
13 C -2.62 1.78 -2.44  -0.61
14 I -0.97 3.07 -2.89  0.82
15 C 0.61 -2.04 -1.29  -0.12
16 P 1.88 -1.02 -2.08  0.42
17 O 2.24 0.21 -1.38  -0.25
18 O 3.09 -2.05 -2.12  -0.11
19 O 1.50 -0.74 -3.60  -0.10
20 H 1.64 3.00 1.22  0.08
21 H 0.03 2.49 0.81  0.07
22 H 1.35 1.94 -0.18  0.05
23 H 2.25 0.71 1.88  0.12
24 H 0.70 1.03 2.62  0.09
25 H -0.77 -0.81 2.33  0.13
26 H -1.29 0.50 1.31  0.12
27 H -2.35 -1.33 0.35  0.15
28 H -0.20 0.67 -1.17  0.06
29 H -0.75 -0.01 -2.71  0.10
30 H -2.48 1.03 -0.47  0.10
31 H -3.09 -0.10 -1.64  0.11
32 H -3.35 2.43 -1.99  0.03
33 H -3.06 1.42 -3.35  0.05
34 H 0.50 -2.92 -1.90  0.11
35 H 1.04 -2.38 -0.37  0.10
36 H 3.87 -1.61 -2.49  0.09
37 H 1.09 -1.50 -4.03  0.10
38 N 1.65 1.48 5.30  0.33
39 H 2.35 2.01 4.79  0.16
40 H 0.74 1.95 5.23  0.16
41 H 1.58 0.54 4.91  0.15
42 H 1.92 1.42 6.29  0.16

Output
Total charge ... +1
E_tot ... -41808.094 eV
Molar mass ... 418.19 g mol⁻¹



ORCA calculation (wB97M-V/def2-TZVPD) on C11H22N2O in the gas phase.

Last column: Löwdin charge in e.
Positions of all 36 atoms, in Å:
1 C 2.93 -4.19 2.52  0.00
2 C 2.28 -3.41 1.67  -0.20
3 C 2.48 -1.94 1.56  -0.22
4 C 1.31 -1.13 2.14  -0.21
5 C -0.04 -1.39 1.47  -0.21
6 C -0.09 -1.11 -0.03  -0.21
7 C 0.26 0.33 -0.42  -0.21
8 C -0.62 1.41 0.21  -0.20
9 C -2.12 1.27 -0.07  -0.19
10 C -2.47 1.37 -1.56  -0.11
11 C -2.09 2.73 -2.10  -0.52
12 O -2.52 3.78 -1.67  0.05
13 N -1.19 2.71 -3.11  -0.02
14 N -0.83 3.88 -3.81  0.03
15 H 2.75 -5.25 2.58  0.05
16 H 3.68 -3.79 3.18  0.06
17 H 1.53 -3.84 1.02  0.10
18 H 2.62 -1.67 0.50  0.10
19 H 3.39 -1.65 2.09  0.11
20 H 1.22 -1.38 3.20  0.11
21 H 1.55 -0.07 2.07  0.10
22 H -0.79 -0.78 1.98  0.10
23 H -0.32 -2.44 1.63  0.10
24 H -1.09 -1.34 -0.39  0.10
25 H 0.60 -1.78 -0.55  0.10
26 H 1.30 0.53 -0.14  0.11
27 H 0.21 0.41 -1.51  0.10
28 H -0.28 2.38 -0.16  0.11
29 H -0.47 1.40 1.29  0.11
30 H -2.49 0.33 0.33  0.11
31 H -2.63 2.08 0.45  0.12
32 H -1.99 0.57 -2.12  0.10
33 H -3.55 1.27 -1.66  0.13
34 H -0.92 1.85 -3.58  0.13
35 H -1.59 4.55 -3.66  0.08
36 H 0.00 4.29 -3.37  0.08

Output
Total charge ... 0
Energy above the lowest of the compared OMol25 structures with the same formula, charge and spin ... 2.17 kcal/mol
E_tot ... -16791.100 eV
SMILES ... C=CCCCCCCCCC(=O)NN
Molar mass ... 198.31 g mol⁻¹



ORCA calculation (wB97M-V/def2-TZVPD) on C11H22N2O3 in the gas phase in a non-equilibrium geometry.

Last column: Löwdin charge in e.
Positions of all 38 atoms, in Å:
1 C -0.94 0.68 2.75  -0.09
2 C -0.91 2.21 2.34  -0.22
3 C -0.41 2.42 0.92  -0.38
4 C -0.18 3.93 0.75  -0.08
5 C -1.14 1.79 -0.26  -0.30
6 N -2.52 2.18 -0.57  0.07
7 C -1.21 0.30 -0.21  -0.48
8 O -2.27 -0.23 0.07  0.05
9 N 0.00 -0.33 -0.26  0.12
10 C 0.31 -1.78 -0.50  -0.20
11 C 1.06 -2.34 0.61  -0.51
12 O 1.71 -1.72 1.41  0.12
13 O 1.03 -3.70 0.57  0.11
14 C 1.02 -1.95 -1.85  -0.34
15 C 2.55 -1.84 -1.78  -0.06
16 C 0.51 -3.22 -2.66  -0.06
17 H -0.01 0.16 2.34  0.07
18 H -1.79 0.16 2.20  0.07
19 H -1.00 0.63 3.85  0.07
20 H -1.98 2.62 2.44  0.13
21 H -0.27 2.73 3.10  0.12
22 H 0.64 2.07 1.02  0.13
23 H 0.53 4.33 1.52  0.09
24 H 0.25 4.08 -0.31  0.10
25 H -1.09 4.44 0.75  0.05
26 H -0.52 2.05 -1.16  0.16
27 H -3.15 1.65 0.05  0.08
28 H -2.66 1.62 -1.40  0.07
29 H 0.89 0.17 -0.01  0.16
30 H -0.69 -2.24 -0.43  0.17
31 H 1.64 -3.89 1.32  0.15
32 H 0.75 -1.03 -2.38  0.13
33 H 2.98 -1.54 -2.78  0.10
34 H 2.93 -2.79 -1.36  0.09
35 H 2.78 -0.89 -1.25  0.09
36 H 0.60 -4.21 -2.18  0.07
37 H -0.54 -3.17 -3.06  0.08
38 H 1.09 -3.37 -3.60  0.07

Output
Total charge ... 0
Energy above the lowest of the compared OMol25 structures with the same formula, charge and spin ... 55.66 kcal/mol
E_tot ... -20886.138 eV
SMILES ... CC[C@H](C)[C@H](N)C(=O)N[C@H](C(=O)O)C(C)C
Molar mass ... 230.31 g mol⁻¹



ORCA calculation (wB97M-V/def2-TZVPD) on a molecular structure, C11H22N2O3 in a non-equilibrium geometry.

Last column: Löwdin charge in e.
Positions of all 38 atoms, in Å:
1 C 1.46 -1.15 1.84  -0.27
2 C 1.29 -0.31 0.77  -0.44
3 C 1.60 -2.62 1.12  -0.40
4 C 0.22 -2.90 0.32  -0.09
5 C 2.81 -2.93 0.36  -0.14
6 C -0.18 1.20 -0.57  -0.12
7 C 0.22 2.69 -0.63  -0.45
8 C -1.83 0.99 -0.92  -0.46
9 C -2.33 1.91 -1.95  -0.10
10 C -2.19 -0.45 -1.13  -0.24
11 C -3.77 -0.54 -1.28  -0.13
12 H 0.14 -2.26 3.02  0.03
13 H 0.26 -0.88 3.68  0.10
14 H 2.36 -1.11 2.55  0.18
15 H 1.40 -3.11 2.22  0.15
16 H -0.02 -4.12 0.52  0.12
17 H 0.63 -2.85 -0.96  0.15
18 H -0.71 -2.11 0.45  0.06
19 H 3.71 -2.57 0.87  0.08
20 H 2.87 -2.07 -0.49  0.11
21 H 2.95 -3.77 -0.46  0.12
22 H -0.45 0.08 1.33  0.10
23 H 0.22 0.87 -1.64  0.20
24 H -2.38 1.31 0.06  0.16
25 H -2.15 2.87 -1.27  0.13
26 H -1.73 1.68 -3.03  0.17
27 H -3.43 1.49 -2.01  0.07
28 H -1.71 -0.83 -0.02  0.13
29 H -1.78 -0.95 -2.07  0.14
30 H -3.99 -1.56 -0.90  0.06
31 H -4.12 -0.18 -2.38  0.13
32 H -4.26 0.00 -0.41  0.08
33 H 0.16 2.90 1.19  0.09
34 N 0.26 -1.34 2.75  0.03
35 N 0.18 0.42 0.63  0.11
36 O 2.23 -0.42 -0.16  -0.06
37 O 0.38 3.03 -1.78  0.09
38 O 0.55 3.42 0.50  0.12

Output
Total charge ... 0
Energy above the lowest of the compared OMol25 structures with the same formula, charge and spin ... 209.62 kcal/mol
E_tot ... -20879.462 eV
Molar mass ... 230.31 g mol⁻¹



ORCA calculation (wB97M-V/def2-TZVPD) on a molecular structure, C11H22N2O3S in a non-equilibrium geometry.

Last column: Löwdin charge in e.
Positions of all 39 atoms, in Å:
1 C -1.97 0.44 -0.60  -0.41
2 C -0.76 -0.01 0.31  -0.53
3 C -2.16 -0.59 -1.73  -0.26
4 C -3.41 -0.35 -2.88  -0.43
5 C -4.30 1.43 -4.72  -0.60
6 C 1.44 -0.16 0.67  -0.28
7 C 1.43 -1.64 0.17  -0.54
8 C 1.53 -0.03 2.22  -0.07
9 C 2.91 -0.42 2.96  -0.49
10 C 2.95 -0.64 4.39  -0.13
11 C 4.26 0.39 2.50  -0.12
12 H -1.71 1.93 -1.95  0.01
13 H -1.37 2.59 -0.39  0.12
14 H -2.82 0.19 0.10  0.15
15 H -2.40 -1.54 -1.29  0.09
16 H -1.12 -0.56 -2.40  0.14
17 H -4.73 -0.24 -1.87  0.22
18 H -3.43 -1.50 -3.66  0.15
19 H -5.49 2.18 -4.43  0.16
20 H -3.91 2.22 -5.43  -0.04
21 H -4.72 0.48 -5.55  0.11
22 H 0.54 1.28 -0.56  0.19
23 H 2.33 0.30 0.35  0.14
24 H 0.71 -0.71 2.59  0.12
25 H 1.16 1.11 2.20  0.16
26 H 3.06 -1.48 2.62  0.11
27 H 2.19 -1.16 4.69  -0.01
28 H 3.18 0.54 4.84  0.16
29 H 3.99 -1.28 4.56  0.14
30 H 4.91 0.15 3.49  0.07
31 H 4.13 1.62 2.44  0.09
32 H 4.85 -0.10 1.25  0.17
33 H 1.13 -2.80 -1.04  0.20
34 N -1.79 1.77 -0.91  0.01
35 N 0.39 0.64 0.29  0.07
36 O -1.08 -0.85 1.05  0.13
37 O 2.00 -2.55 0.64  0.15
38 O 0.83 -1.80 -0.99  0.10
39 S -2.73 1.15 -3.92  0.72

Output
Total charge ... 0
Energy above the lowest of the compared OMol25 structures with the same formula, charge and spin ... 299.30 kcal/mol
E_tot ... -31710.384 eV
Molar mass ... 262.38 g mol⁻¹



ORCA calculation (wB97M-V/def2-TZVPD) on 2 unconnected molecules or ions with the total composition C11H22N2OS in a non-equilibrium geometry.

Last column: Löwdin charge in e.
Positions of all 37 atoms, in Å:
1 C 2.03 1.38 -3.96  -0.01
2 C 1.18 2.40 -4.18  -0.41
3 N 0.10 2.64 -3.33  -0.45
4 S -1.20 1.69 -3.56  0.74
5 H 3.06 1.43 -4.27  0.04
6 H 1.67 0.50 -3.45  0.04
7 H 1.30 3.01 -5.07  0.09
8 H -0.89 0.86 -4.59  -0.12
9 C 0.81 0.70 2.60  -0.02
10 C 0.44 0.64 1.09  -0.47
11 C -1.00 1.10 0.83  -0.13
12 C -2.11 0.09 1.11  -0.16
13 C -1.77 -1.27 0.50  -0.14
14 C -0.39 -1.77 0.92  -0.49
15 N 0.65 -0.75 0.57  -0.07
16 O 0.85 -0.72 -0.69  -0.01
17 C -0.40 -2.10 2.42  -0.04
18 C -0.07 -3.09 0.22  -0.04
19 C 1.36 1.63 0.39  -0.04
20 H 1.29 -0.21 2.93  0.07
21 H 1.53 1.50 2.79  0.08
22 H -0.06 0.89 3.24  0.08
23 H -1.06 1.38 -0.22  0.10
24 H -1.19 2.01 1.40  0.13
25 H -2.29 0.01 2.19  0.11
26 H -3.04 0.45 0.68  0.12
27 H -2.52 -2.01 0.77  0.13
28 H -1.80 -1.18 -0.59  0.12
29 H 0.57 -2.45 2.75  0.09
30 H -1.12 -2.90 2.60  0.09
31 H -0.70 -1.27 3.05  0.06
32 H -0.11 -3.00 -0.86  0.08
33 H -0.80 -3.84 0.52  0.09
34 H 0.92 -3.45 0.51  0.09
35 H 2.41 1.32 0.46  0.10
36 H 1.26 2.60 0.88  0.09
37 H 1.11 1.77 -0.66  0.06

Output
Total charge ... 0
Energy above the lowest of the compared OMol25 structures with the same formula, charge and spin ... 180.46 kcal/mol
E_tot ... -27619.562 eV
Molar mass ... 230.38 g mol⁻¹



> Which of these has the lowest molar mass?

C11H22N2O